{"formula": "C35H29Br2Cl4InN3O2PS", "method": "ωB97M-V/def2-TZVPD", "homo_ev": -6.87, "molar_mass_g_mol": 1003.1, "total_energy_ev": -260806.2218, "gap_ha": 0.2189, "spin_multiplicity": 1, "relative_energy_kj_mol": 0.0, "e_lumo_ev": -0.91, "species": ["In", "S", "C", "C", "C", "C", "C", "C", "N", "C", "C", "C", "C", "C", "C", "C", "H", "H", "H", "H", "H", "H", "H", "H", "Cl", "C", "C", "Cl", "C", "Cl", "C", "O", "C", "O", "C", "Cl", "Br", "C", "C", "C", "N", "C", "C", "C", "C", "C", "Br", "C", "C", "N", "H", "H", "H", "H", "H", "H", "C", "C", "P", "C", "C", "C", "C", "H", "H", "H", "H", "H", "H", "H", "H", "H", "H", "H", "H", "H", "H", "H"], "positions_angstrom": [[-0.21932, -0.60698, -0.25134], [-2.00044, -0.26536, 4.00673], [-0.48241, -0.97814, 4.45516], [0.16164, -0.96537, 5.68509], [1.39054, -1.58948, 5.77553], [1.96941, -2.20686, 4.66408], [1.33120, -2.21382, 3.44073], [0.08406, -1.59902, 3.33216], [-0.71748, -1.58032, 2.20539], [-1.81806, -0.93178, 2.40669], [-2.81848, -0.73111, 1.35512], [-4.18100, -0.70506, 1.65829], [-5.11185, -0.55282, 0.64603], [-4.69187, -0.42419, -0.66966], [-3.33448, -0.44503, -0.97096], [-2.38627, -0.59074, 0.03096], [-0.27514, -0.46162, 6.53725], [1.92513, -1.57343, 6.71619], [2.93882, -2.67701, 4.76525], [1.78381, -2.66644, 2.56632], [-4.50388, -0.82622, 2.68653], [-6.16857, -0.54756, 0.88079], [-5.41997, -0.30012, -1.46212], [-3.01781, -0.34124, -2.00211], [5.57231, 1.67418, 2.71781], [4.45924, 0.92761, 1.63367], [4.91246, 0.28040, 0.49471], [6.60160, 0.20202, 0.15197], [3.98669, -0.28985, -0.38733], [4.52649, -1.08322, -1.82667], [2.61918, -0.22750, -0.15632], [1.73761, -0.73558, -1.00695], [2.15165, 0.41676, 1.02444], [0.85385, 0.47775, 1.24090], [3.08630, 0.98566, 1.88797], [2.48489, 1.83720, 3.26627], [-0.23458, -7.67236, -1.49441], [-0.19207, -5.81611, -1.14577], [-0.11456, -5.34918, 0.15223], [-0.11307, -3.97646, 0.33778], [-0.17089, -3.10644, -0.66438], [-0.21866, -3.56162, -1.91767], [-0.24840, -4.92337, -2.20040], [-0.27272, -2.54942, -3.00174], [-0.02256, -2.88489, -4.32872], [-0.14345, -1.90052, -5.29210], [0.16850, -2.32774, -7.10506], [-0.49415, -0.61292, -4.92871], [-0.69569, -0.36886, -3.58214], [-0.59005, -1.30552, -2.64702], [-0.06458, -6.02754, 0.99104], [-0.08118, -3.54655, 1.32929], [-0.33288, -5.29135, -3.21074], [0.27940, -3.88068, -4.61313], [-0.59493, 0.16976, -5.66622], [-0.95661, 0.61996, -3.22726], [-2.15144, 3.78809, 1.04897], [-1.64093, 3.85719, -0.39111], [-0.30382, 2.60756, -0.66686], [0.06201, 2.88596, -2.46956], [0.57540, 4.24939, -2.93349], [1.12917, 3.36202, 0.22793], [1.31886, 4.87796, 0.27931], [-2.92785, 4.53429, 1.22327], [-1.33923, 3.97429, 1.75446], [-2.56529, 2.80210, 1.26832], [-1.27051, 4.85951, -0.61084], [-2.44295, 3.62691, -1.09685], [-0.88562, 2.66052, -2.97137], [0.77617, 2.10755, -2.75528], [0.02266, 5.06556, -2.46933], [0.46339, 4.34737, -4.01524], [1.63299, 4.36223, -2.69905], [2.01882, 2.88522, -0.19405], [1.03996, 2.98500, 1.24750], [1.55211, 5.30752, -0.69242], [2.15526, 5.09177, 0.94723], [0.44415, 5.38808, 0.68501]], "atomic_forces_ev_per_a": [[-0.299, -0.020, 0.240], [-0.036, -0.169, -0.050], [-0.023, 0.079, -0.231], [0.074, 0.074, 0.007], [-0.011, 0.106, 0.088], [0.071, -0.023, -0.086], [-0.052, 0.023, -0.103], [-0.120, -0.071, 0.386], [0.041, 0.182, -0.299], [0.123, -0.017, 0.361], [-0.436, 0.100, -0.329], [0.168, 0.007, 0.136], [-0.127, -0.004, 0.001], [0.064, 0.034, -0.071], [-0.096, 0.025, 0.074], [0.814, -0.039, 0.128], [0.008, -0.037, 0.011], [-0.015, -0.047, -0.001], [0.002, 0.024, -0.023], [0.041, -0.001, 0.037], [-0.038, -0.004, -0.024], [0.012, 0.018, 0.010], [-0.012, -0.020, 0.015], [-0.043, 0.000, -0.010], [0.048, 0.017, 0.063], [-0.038, -0.083, -0.151], [-0.074, 0.065, 0.068], [0.047, -0.032, -0.020], [0.040, 0.000, -0.041], [-0.022, -0.039, -0.058], [0.175, 0.090, 0.058], [-0.501, -0.022, 0.068], [0.050, -0.001, 0.066], [0.129, -0.280, -0.055], [-0.087, 0.019, -0.076], [-0.067, -0.058, 0.166], [0.007, 0.139, 0.038], [-0.008, -0.074, -0.002], [0.020, -0.077, -0.068], [-0.018, -0.096, 0.012], [0.080, 0.239, 0.070], [0.029, -0.243, 0.137], [0.008, 0.068, 0.001], [-0.004, 0.126, -0.263], [0.004, -0.008, 0.035], [0.016, -0.041, -0.051], [-0.012, 0.052, 0.146], [0.006, -0.005, -0.081], [-0.003, -0.040, -0.015], [0.109, 0.100, 0.123], [-0.002, 0.036, 0.025], [-0.027, -0.058, -0.034], [0.002, 0.015, -0.016], [-0.010, -0.011, 0.007], [-0.005, 0.027, 0.041], [0.010, -0.020, -0.080], [0.011, 0.024, -0.095], [0.098, -0.292, 0.128], [0.068, 0.306, -0.511], [0.059, 0.174, 0.208], [-0.086, -0.125, -0.054], [-0.150, -0.061, -0.039], [0.012, -0.117, 0.002], [-0.002, -0.016, 0.035], [-0.035, -0.011, 0.040], [0.007, -0.005, 0.018], [-0.045, 0.004, -0.089], [-0.024, 0.039, 0.006], [0.023, -0.003, -0.027], [-0.049, -0.020, -0.050], [0.031, 0.042, -0.028], [0.053, 0.019, 0.001], [-0.018, 0.064, 0.033], [0.017, -0.057, 0.078], [0.067, -0.099, -0.033], [-0.041, 0.041, 0.030], [-0.004, 0.057, -0.013], [-0.003, 0.009, -0.017]], "lowdin_charge": [0.8784, 1.1295, -0.4509, -0.0847, -0.0823, -0.0709, -0.0102, -0.3007, 0.0510, -0.5327, -0.2603, -0.0489, -0.0809, -0.0805, -0.1152, -0.1644, 0.1094, 0.1053, 0.1071, 0.1172, 0.1011, 0.1042, 0.1028, 0.0791, 0.6539, -0.7206, -0.7209, 0.6482, -0.6135, 0.6839, -0.3874, -0.1786, -0.4212, -0.2255, -0.6159, 0.7086, 0.7842, -0.6610, -0.0721, -0.0793, 0.1006, -0.1777, -0.0450, -0.1775, -0.0388, -0.6566, 0.7890, -0.0699, -0.0996, 0.0789, 0.1114, 0.0890, 0.1037, 0.1059, 0.1121, 0.0860, -0.1496, -0.4116, 0.9944, -0.4238, -0.1470, -0.3893, -0.1294, 0.0703, 0.0663, 0.0617, 0.0605, 0.0770, 0.0573, 0.0670, 0.0580, 0.0685, 0.0683, 0.0873, 0.0310, 0.0491, 0.0760, 0.0610]}